[1]
Molecular formula: H26O13
Method: DFT, wB97M-V/def2-TZVPD

E	-993.632952	hartree
HOMO	-10.2	eV
gap between HOMO and LUMO	10.0	eV
ΔE to the lowest compared entry with this formula, charge and spin	88.03	kcal per mole
multiplicity	1
lowest unoccupied orbital energy	-0.237	eV

Each line ends with the Löwdin charge.
Cartesian coordinates (Å):
O: 1.38 2.18 -0.90  -0.1050
H: 1.87 2.38 -1.72  0.0495
H: 2.10 2.27 -0.18  0.0679
O: -1.71 0.66 1.18  -0.0627
H: -1.03 0.14 1.64  0.0544
H: -2.30 -0.10 1.21  0.0420
O: 1.42 -0.40 -1.36  -0.0966
H: 1.44 -0.12 -2.27  0.0384
H: 0.54 -0.34 -0.92  0.0667
O: -0.94 -2.77 1.69  -0.0587
H: -1.81 -3.13 1.89  0.0587
H: -1.23 -2.11 1.02  0.0204
O: 3.34 -2.25 -1.96  -0.0907
H: 3.71 -2.10 -1.07  0.0251
H: 2.72 -1.48 -1.95  -0.0075
O: -2.44 -1.40 -0.93  -0.0778
H: -2.20 -0.52 -1.38  0.0636
H: -1.73 -1.98 -1.21  -0.0074
O: 0.18 -2.04 -2.63  -0.0636
H: 0.24 -2.19 -3.58  0.0545
H: 0.37 -2.94 -2.30  0.0273
O: -0.46 4.44 0.90  -0.0136
H: 0.03 3.67 1.03  -0.0477
H: -0.79 4.51 0.00  0.0352
O: -2.71 2.56 2.60  -0.1030
H: -2.74 1.59 2.59  -0.0014
H: -2.09 2.71 1.83  0.0190
O: 2.35 -0.44 2.23  -0.0406
H: 1.65 -0.97 2.60  0.0255
H: 3.06 -1.05 1.94  0.0597
O: -2.65 1.94 -1.30  -0.0543
H: -3.49 2.01 -0.84  0.0440
H: -2.65 2.42 -2.14  0.0502
O: 1.69 2.54 1.81  -0.0344
H: 1.01 1.96 1.47  0.0120
H: 2.43 1.95 1.92  0.0255
O: 0.10 -3.74 -0.54  -0.0605
H: 0.36 -3.68 0.39  0.0298
H: 0.94 -4.16 -0.74  0.0560



[2]
Molecular formula: C20H48O9S
Method: DFT, wB97M-V/def2-TZVPD

E	-1865.833732	hartree
HOMO	-8.9	eV
gap between HOMO and LUMO	9.7	eV
multiplicity	1
lowest unoccupied orbital energy	0.710	eV

Each line ends with the Löwdin charge.
Cartesian coordinates (Å):
C: -0.56 4.03 3.81  -0.1232
C: 0.99 3.96 4.42  -0.2186
C: 1.44 2.44 4.88  -0.2566
O: 0.78 1.38 4.05  -0.4004
S: 1.95 0.64 3.01  1.0380
O: 1.13 0.12 1.79  -0.4695
O: 2.67 -0.68 3.82  -0.4019
C: 2.49 -1.95 3.03  -0.2293
C: 3.45 -3.06 3.76  -0.1671
C: 2.97 -4.62 3.59  -0.3742
C: 1.36 -4.89 3.74  -0.1309
C: 3.70 -5.46 4.84  -0.1136
H: -0.72 3.24 2.95  0.0638
H: -1.29 3.74 4.70  0.0916
H: -0.73 5.11 3.41  0.0826
H: 1.77 4.46 3.70  0.1076
H: 0.95 4.60 5.43  0.1132
H: 1.01 2.28 5.99  0.1363
H: 2.60 2.30 4.95  0.1160
H: 2.91 -1.82 1.93  0.1383
H: 1.35 -2.19 3.02  0.1255
H: 4.52 -2.97 3.26  0.1300
H: 3.55 -2.77 4.91  0.1255
H: 3.29 -5.05 2.52  0.1400
H: 0.83 -4.24 4.57  0.0964
H: 1.19 -6.04 4.01  0.0914
H: 0.85 -4.75 2.67  0.0720
H: 4.48 -4.72 5.36  0.0795
H: 4.24 -6.37 4.35  0.0791
H: 2.87 -5.73 5.61  0.0783
C: 0.04 -4.64 -0.28  -0.1114
O: -0.60 -5.55 0.61  -0.2155
C: -2.02 -5.60 0.40  -0.1906
C: -2.42 -6.85 -0.38  -0.1941
O: -1.95 -6.81 -1.72  -0.1957
C: -0.80 -7.62 -1.92  -0.1122
H: 1.12 -4.80 -0.21  0.0866
H: -0.27 -4.81 -1.32  0.0844
H: -0.18 -3.61 0.02  0.0889
H: -2.37 -4.69 -0.10  0.1264
H: -2.48 -5.64 1.40  0.1230
H: -3.52 -6.90 -0.42  0.1218
H: -2.08 -7.76 0.13  0.1244
H: -1.09 -8.68 -1.91  0.0872
H: -0.04 -7.44 -1.16  0.0823
H: -0.38 -7.39 -2.90  0.0889
C: -2.29 1.60 0.69  -0.1040
O: -2.32 3.02 0.61  -0.2091
C: -1.46 3.53 -0.41  -0.1901
C: -2.26 3.94 -1.65  -0.1879
O: -2.83 2.80 -2.31  -0.1997
C: -4.22 2.66 -2.03  -0.1123
H: -3.10 1.27 1.35  0.0907
H: -2.42 1.14 -0.29  0.0843
H: -1.33 1.28 1.12  0.0693
H: -0.69 2.80 -0.67  0.1277
H: -0.97 4.41 -0.01  0.1205
H: -1.58 4.41 -2.37  0.1097
H: -3.04 4.67 -1.40  0.1255
H: -4.79 3.43 -2.57  0.0864
H: -4.43 2.73 -0.96  0.0829
H: -4.55 1.68 -2.38  0.0878
C: 0.09 3.38 -5.06  -0.1045
O: 0.07 4.70 -4.54  -0.2088
C: 1.25 5.44 -4.88  -0.1929
C: 0.98 6.42 -6.03  -0.1949
O: 0.72 5.73 -7.25  -0.1962
C: -0.67 5.70 -7.57  -0.1116
H: -0.90 2.95 -4.94  0.0889
H: 0.35 3.36 -6.12  0.0834
H: 0.81 2.77 -4.50  0.0891
H: 2.08 4.76 -5.13  0.1253
H: 1.54 6.01 -3.99  0.1216
H: 1.88 7.02 -6.19  0.1212
H: 0.16 7.10 -5.78  0.1242
H: -0.99 6.70 -7.90  0.0869
H: -1.27 5.38 -6.72  0.0831
H: -0.82 5.00 -8.40  0.0889



[3]
Molecular formula: C36H26ClN5O5PdS3
Method: DFT, wB97M-V/def2-TZVPD

E	-3820.038196	hartree
HOMO	-8.0	eV
gap between HOMO and LUMO	6.4	eV
ΔE to the lowest compared entry with this formula, charge and spin	11.42	kcal per mole
multiplicity	1
lowest unoccupied orbital energy	-1.577	eV

Each line ends with the Löwdin charge.
Cartesian coordinates (Å):
Pd: 0.52 0.15 0.28  1.0889
O: 5.97 1.96 5.09  0.0895
N: 5.87 1.53 3.96  -0.3376
O: 6.80 1.31 3.22  0.0865
C: 4.51 1.23 3.47  -0.0594
C: 3.58 1.01 4.42  0.0767
C: 2.24 0.66 4.07  -0.1211
C: 1.22 0.41 5.01  0.0168
C: -0.04 0.09 4.56  -0.0054
C: -0.28 0.02 3.18  -0.0532
N: 0.67 0.24 2.30  0.0163
C: 1.92 0.56 2.72  -0.1249
C: 2.90 0.81 1.71  -0.1153
N: 2.47 0.72 0.43  0.0193
C: 3.30 0.98 -0.55  -0.0582
C: 4.63 1.35 -0.30  -0.0001
C: 5.09 1.43 0.98  0.0257
C: 4.22 1.15 2.06  -0.0506
H: 3.86 1.09 5.46  0.1351
H: 1.43 0.47 6.07  0.1260
H: -0.85 -0.11 5.25  0.1173
H: -1.25 -0.22 2.76  0.0772
H: 2.91 0.89 -1.55  0.1168
H: 5.28 1.56 -1.14  0.1189
H: 6.12 1.71 1.18  0.1091
Cl: 0.05 -1.69 -8.14  0.6502
C: 0.38 -1.42 -6.45  -0.6672
C: -0.21 -0.36 -5.80  -0.0977
C: 0.05 -0.15 -4.46  -0.0169
C: 0.92 -1.00 -3.77  -0.1427
C: 1.51 -2.06 -4.45  -0.0193
C: 1.25 -2.28 -5.79  -0.0984
C: 1.22 -0.82 -2.31  -0.6292
O: 2.12 -1.46 -1.78  0.0161
O: 0.48 0.07 -1.73  -0.1772
H: -0.88 0.30 -6.34  0.1034
H: -0.41 0.67 -3.93  0.1114
H: 2.18 -2.71 -3.90  0.1191
H: 1.70 -3.11 -6.32  0.1033
O: -1.41 -0.32 0.46  -0.3424
C: -1.99 -1.53 0.07  -0.5917
C: -0.96 -2.62 -0.21  -0.4732
C: 0.00 -3.08 0.65  -0.1411
C: 0.81 -4.10 0.08  -0.1772
C: 0.44 -4.39 -1.20  -0.3999
S: -0.85 -3.41 -1.73  1.0857
C: -2.88 -1.99 1.22  -0.4955
C: -3.16 -3.24 1.67  -0.1220
C: -4.13 -3.25 2.71  -0.1801
C: -4.56 -2.00 3.03  -0.4158
S: -3.81 -0.81 2.06  1.0487
C: -2.86 -1.31 -1.16  -0.5050
C: -2.64 -0.40 -2.15  -0.1275
C: -3.61 -0.48 -3.19  -0.1743
C: -4.54 -1.45 -2.97  -0.4144
S: -4.26 -2.26 -1.49  1.0444
H: 0.10 -2.72 1.66  0.1091
H: 1.62 -4.59 0.59  0.0997
H: 0.89 -5.11 -1.87  0.0657
H: -2.69 -4.13 1.26  0.1197
H: -4.48 -4.15 3.21  0.0988
H: -5.28 -1.72 3.78  0.0595
H: -1.81 0.28 -2.12  0.0890
H: -3.61 0.15 -4.07  0.0991
H: -5.38 -1.72 -3.58  0.0604
C: -2.10 6.27 0.46  -0.0272
N: -1.83 4.86 0.38  -0.1496
C: -2.74 3.86 0.12  -0.0697
C: -2.02 2.70 0.07  -0.1434
N: -0.69 2.96 0.28  0.0450
C: -0.61 4.26 0.46  -0.1946
H: -3.16 6.42 0.69  0.0876
H: -1.87 6.78 -0.48  0.0897
H: -1.51 6.72 1.26  0.0879
H: -3.79 4.06 0.01  0.1123
H: -2.36 1.69 -0.09  0.0728
H: 0.29 4.82 0.65  0.1204



Q: Number 3 is which compound?
A: C36H26ClN5O5PdS3



Q: Look up the lowest unoccupied orbital energy of the third one.
A: -1.577 eV



Q: multiplicity of number 1 (H26O13)?
A: 1



Q: What is the HOMO in the second record?
A: -8.9 eV